## A
{"formula": "C19H24N2O2S5W", "method": "wB97M-V/def2-TZVPD", "symbols": ["W", "O", "C", "S", "C", "C", "S", "S", "S", "C", "C", "C", "N", "C", "S", "N", "C", "O", "C", "C", "C", "C", "C", "C", "H", "H", "H", "H", "H", "H", "H", "H", "H", "H", "H", "H", "H", "H", "C", "C", "C", "C", "C", "H", "H", "H", "H", "H", "H", "H", "H", "H", "H"], "xyz": [[0.20, 0.29, -0.33], [3.70, -1.40, 3.71], [3.08, -0.66, 3.02], [3.75, 0.02, 1.48], [2.31, 0.80, 0.99], [1.18, 0.68, 1.82], [-0.36, 1.47, 1.55], [1.35, -0.28, 3.26], [2.21, 1.49, -0.60], [-5.58, -3.50, -1.92], [-4.41, -2.63, -1.46], [-3.51, -3.42, -0.52], [-2.26, -2.70, -0.18], [-1.04, -2.91, -0.60], [0.30, -2.01, 0.15], [-0.71, -3.82, -1.51], [-1.60, -4.37, -2.59], [-2.19, -3.55, -3.24], [-1.64, -5.82, -2.72], [-1.03, -6.68, -1.80], [-1.11, -8.05, -1.98], [-1.80, -8.56, -3.08], [-2.41, -7.71, -3.99], [-2.33, -6.34, -3.82], [-6.27, -2.92, -2.53], [-6.14, -3.91, -1.08], [-5.22, -4.34, -2.53], [-4.79, -1.74, -0.93], [-3.83, -2.29, -2.31], [-3.26, -4.39, -0.92], [-4.02, -3.60, 0.43], [-2.33, -1.97, 0.52], [0.28, -3.93, -1.68], [-0.50, -6.28, -0.94], [-0.64, -8.72, -1.27], [-1.86, -9.63, -3.22], [-2.94, -8.11, -4.84], [-2.80, -5.66, -4.52], [-1.92, 2.09, -2.82], [-1.43, 0.64, -2.63], [-2.27, -0.31, -3.49], [0.07, 0.54, -2.99], [-1.56, 0.32, -1.16], [-1.71, 2.41, -3.84], [-1.42, 2.78, -2.14], [-2.99, 2.16, -2.65], [-2.20, 0.00, -4.53], [-3.32, -0.27, -3.18], [-1.92, -1.35, -3.41], [0.20, 0.16, -4.00], [0.61, -0.23, -2.41], [0.58, 1.50, -2.95], [-2.58, 0.27, -0.79]], "nbo_charge": [0.653, -0.444, 0.230, 0.459, -0.403, -0.488, 0.352, 0.422, 0.239, -0.609, -0.420, -0.222, -0.514, 0.434, 0.012, -0.644, 0.693, -0.519, -0.174, -0.170, -0.210, -0.125, -0.198, -0.153, 0.239, 0.221, 0.214, 0.206, 0.226, 0.218, 0.237, 0.426, 0.442, 0.218, 0.242, 0.243, 0.245, 0.243, -0.595, -0.148, -0.609, -0.614, -0.221, 0.244, 0.216, 0.236, 0.242, 0.226, 0.234, 0.298, 0.189, 0.255, 0.226], "homo_energy_ha": -0.543, "orbital_gap_ev": 6.63, "total_charge": 2, "spin_multiplicity": 1}


## B
{"formula": "C19H24N2O2S5W", "method": "wB97M-V/def2-TZVPD", "symbols": ["W", "O", "C", "S", "C", "C", "S", "S", "S", "C", "C", "C", "N", "C", "S", "N", "C", "O", "C", "C", "C", "C", "C", "C", "H", "H", "H", "H", "H", "H", "H", "H", "H", "H", "H", "H", "H", "H", "C", "C", "C", "C", "C", "H", "H", "H", "H", "H", "H", "H", "H", "H", "H"], "xyz": [[-0.40, -1.96, 0.07], [-4.70, 0.91, 2.46], [-4.11, 0.05, 1.90], [-3.34, -1.34, 2.74], [-2.62, -2.04, 1.32], [-2.84, -1.39, 0.10], [-2.12, -1.84, -1.43], [-3.87, 0.02, 0.12], [-1.54, -3.38, 1.46], [1.53, 4.29, 1.84], [1.68, 3.09, 2.77], [2.50, 1.96, 2.15], [1.88, 1.49, 0.89], [1.18, 0.41, 0.76], [0.84, -0.77, 1.93], [0.58, 0.09, -0.52], [-0.19, 1.12, -1.32], [-0.08, 0.99, -2.50], [-0.98, 2.13, -0.60], [-1.41, 3.22, -1.36], [-2.17, 4.21, -0.77], [-2.51, 4.12, 0.58], [-2.08, 3.03, 1.34], [-1.32, 2.04, 0.75], [1.04, 5.11, 2.36], [0.91, 4.06, 0.97], [2.50, 4.66, 1.50], [0.71, 2.70, 3.07], [2.20, 3.38, 3.68], [2.58, 1.10, 2.82], [3.50, 2.29, 1.89], [1.93, 2.12, 0.10], [1.31, -0.22, -1.17], [-1.15, 3.27, -2.41], [-2.51, 5.05, -1.35], [-3.11, 4.89, 1.04], [-2.37, 2.95, 2.38], [-1.03, 1.19, 1.36], [1.32, -5.40, -1.25], [1.16, -4.04, -1.95], [2.53, -3.52, -2.43], [0.17, -4.13, -3.11], [0.63, -3.06, -0.97], [1.71, -6.12, -1.97], [0.36, -5.77, -0.89], [2.02, -5.34, -0.42], [2.94, -4.23, -3.15], [3.24, -3.43, -1.61], [2.44, -2.55, -2.93], [0.55, -4.83, -3.85], [0.04, -3.16, -3.60], [-0.80, -4.50, -2.78], [1.26, -2.89, 0.01]], "nbo_charge": [0.636, -0.466, 0.225, 0.436, -0.433, -0.466, 0.333, 0.428, 0.339, -0.626, -0.412, -0.224, -0.474, 0.356, 0.061, -0.773, 0.709, -0.475, -0.264, -0.116, -0.195, -0.147, -0.156, -0.214, 0.251, 0.192, 0.224, 0.209, 0.249, 0.235, 0.241, 0.439, 0.457, 0.253, 0.251, 0.248, 0.234, 0.202, -0.597, -0.155, -0.596, -0.602, -0.126, 0.249, 0.223, 0.219, 0.252, 0.217, 0.215, 0.251, 0.218, 0.222, 0.244], "homo_energy_ha": -0.559, "orbital_gap_ev": 7.19, "total_charge": 2, "spin_multiplicity": 1}


Relative energies, in kJ/mol, with the most stable structure set to zero: A 70.9; B 0.0.


## A
{"formula": "C17H25N3O3S2", "method": "wB97M-V/def2-TZVPD", "symbols": ["C", "H", "O", "C", "C", "N", "C", "N", "C", "C", "C", "O", "S", "C", "H", "C", "H", "H", "H", "S", "C", "H", "C", "O", "N", "C", "H", "H", "C", "C", "C", "C", "H", "C", "H", "H", "H", "H", "H", "H", "H", "H", "H", "H", "H", "H", "H", "H", "H", "H"], "xyz": [[-0.22, 4.59, -0.68], [0.43, 5.35, -0.24], [-0.63, 3.77, 0.38], [-1.49, 2.74, -0.03], [-1.92, 1.95, 1.22], [-2.55, 0.70, 0.85], [-1.82, -0.42, 0.64], [-2.32, -1.57, 0.27], [-3.65, -1.63, 0.10], [-4.47, -0.55, 0.28], [-3.95, 0.73, 0.66], [-4.57, 1.76, 0.83], [-6.16, -0.87, -0.02], [-5.76, -2.54, -0.70], [-6.51, -3.24, -0.33], [-4.34, -2.91, -0.27], [-3.80, -3.43, -1.06], [-4.35, -3.56, 0.61], [-5.84, -2.47, -1.79], [-0.09, -0.33, 0.89], [0.37, -2.04, 0.45], [-0.10, -2.70, 1.18], [1.87, -2.26, 0.52], [2.33, -3.03, 1.34], [2.65, -1.62, -0.38], [2.22, -0.65, -1.36], [1.16, -0.80, -1.58], [2.77, -0.86, -2.28], [2.46, 0.82, -0.94], [3.18, 1.01, 0.40], [4.63, 0.52, 0.40], [4.76, -0.97, 0.73], [5.82, -1.24, 0.78], [4.08, -1.86, -0.30], [4.51, -1.70, -1.29], [4.22, -2.91, -0.01], [4.32, -1.17, 1.70], [5.09, 0.73, -0.57], [5.19, 1.08, 1.16], [3.17, 2.08, 0.62], [2.62, 0.51, 1.19], [3.03, 1.33, -1.72], [1.50, 1.33, -0.86], [-0.04, -2.25, -0.54], [-1.04, 1.76, 1.84], [-2.65, 2.54, 1.78], [-2.38, 3.14, -0.54], [-0.97, 2.06, -0.73], [-1.08, 5.08, -1.16], [0.33, 4.02, -1.43]], "nbo_charge": [-0.245, 0.197, -0.536, -0.065, -0.249, -0.414, 0.321, -0.537, 0.241, -0.341, 0.627, -0.606, 0.276, -0.502, 0.229, -0.451, 0.233, 0.229, 0.215, 0.265, -0.604, 0.266, 0.666, -0.619, -0.438, -0.217, 0.213, 0.201, -0.422, -0.401, -0.402, -0.405, 0.210, -0.217, 0.190, 0.235, 0.215, 0.190, 0.212, 0.216, 0.200, 0.202, 0.216, 0.249, 0.225, 0.255, 0.183, 0.159, 0.169, 0.163], "homo_energy_ha": -0.285, "orbital_gap_ev": 8.36, "smiles": "COCCn1c(SCC(=O)N2CCCCCC2)nc2c(c1=O)SCC2", "total_charge": 0, "spin_multiplicity": 1}


## B
{"formula": "C17H25N3O3S2", "method": "wB97M-V/def2-TZVPD", "symbols": ["O", "O", "N", "N", "O", "S", "C", "C", "C", "C", "C", "C", "C", "C", "N", "C", "C", "C", "C", "C", "C", "C", "C", "C", "S", "H", "H", "H", "H", "H", "H", "H", "H", "H", "H", "H", "H", "H", "H", "H", "H", "H", "H", "H", "H", "H", "H", "H", "H", "H"], "xyz": [[-5.77, 0.55, -4.73], [-5.25, 2.44, -3.25], [-2.64, 1.77, 0.11], [-2.45, 0.29, -1.61], [3.18, -0.73, 1.30], [-4.17, 1.88, -0.55], [-1.89, 0.89, -0.52], [-3.64, 0.75, -1.75], [-0.04, 0.92, 1.14], [0.28, -0.36, -0.86], [1.99, -0.28, 0.82], [-0.54, 0.46, -0.07], [1.25, 0.60, 1.63], [1.54, -0.77, -0.45], [-4.38, 0.10, -2.71], [1.92, -0.12, 3.97], [0.56, 1.96, 3.79], [2.90, 2.05, 2.86], [2.49, -3.12, -0.46], [1.68, -2.24, -2.66], [3.73, -1.24, -1.75], [1.66, 1.11, 3.04], [2.35, -1.82, -1.31], [-7.00, 0.63, -2.35], [-5.60, 1.01, -3.37], [3.25, -0.37, 2.18], [-0.68, 1.55, 1.70], [-0.10, -0.61, -1.84], [-3.81, -0.30, -3.45], [1.21, -0.94, 3.79], [2.93, -0.47, 3.75], [1.85, 0.11, 5.05], [0.33, 2.88, 3.26], [0.98, 2.25, 4.77], [-0.31, 1.35, 3.94], [2.68, 2.82, 2.10], [3.79, 1.49, 2.53], [3.18, 2.52, 3.81], [3.02, -3.90, -1.01], [3.02, -2.95, 0.47], [1.49, -3.46, -0.23], [0.61, -2.50, -2.58], [1.78, -1.41, -3.38], [2.18, -3.12, -3.08], [3.58, -0.41, -2.43], [4.31, -0.88, -0.92], [4.36, -1.99, -2.25], [-6.81, 0.91, -1.35], [-7.14, -0.43, -2.38], [-7.88, 1.13, -2.69]], "nbo_charge": [-0.924, -0.925, -0.642, -0.508, -0.691, 0.601, 0.382, 0.205, -0.146, -0.108, 0.383, -0.147, -0.117, -0.102, -0.845, -0.607, -0.602, -0.611, -0.609, -0.612, -0.609, -0.053, -0.046, -0.874, 2.260, 0.483, 0.225, 0.223, 0.444, 0.228, 0.180, 0.222, 0.215, 0.211, 0.214, 0.225, 0.199, 0.211, 0.204, 0.224, 0.207, 0.210, 0.208, 0.216, 0.206, 0.221, 0.206, 0.247, 0.254, 0.267], "homo_energy_ha": -0.302, "orbital_gap_ev": 8.59, "smiles": "CC(C)(C)c1cc(-c2nsc(NS(C)(=O)=O)n2)cc(C(C)(C)C)c1O", "total_charge": 0, "spin_multiplicity": 1}


Relative energies, in kJ/mol, with the most stable structure set to zero: A 0.0; B 119.6.


## A
{"formula": "C2H12N4", "method": "wB97M-V/def2-TZVPD", "symbols": ["N", "C", "N", "H", "H", "H", "H", "H", "H", "N", "C", "N", "H", "H", "H", "H", "H", "H"], "xyz": [[-1.63, -0.92, -1.27], [-2.37, -0.51, -0.07], [-2.32, 0.93, 0.27], [-0.67, -1.08, -1.02], [-1.65, -0.17, -1.95], [-2.13, -1.16, 0.77], [-3.43, -0.67, -0.27], [-1.38, 1.16, 0.62], [-2.32, 1.42, -0.62], [2.52, 0.97, -0.33], [1.83, 0.24, 0.72], [2.24, -1.15, 0.73], [1.86, 1.35, -1.00], [2.91, 1.85, 0.02], [0.74, 0.35, 0.54], [2.02, 0.67, 1.71], [2.12, -1.56, -0.19], [1.65, -1.70, 1.33]], "nbo_charge": [-0.833, -0.068, -0.823, 0.346, 0.346, 0.185, 0.172, 0.338, 0.338, -0.832, -0.049, -0.827, 0.350, 0.360, 0.119, 0.173, 0.352, 0.351], "homo_energy_ha": -0.346, "orbital_gap_ev": 10.10, "smiles": "NCN.NCN", "total_charge": 0, "spin_multiplicity": 1}


## B
{"formula": "C2H12N4", "method": "wB97M-V/def2-TZVPD", "symbols": ["C", "C", "N", "H", "H", "H", "H", "H", "H", "H", "N", "N", "N", "H", "H", "H", "H", "H"], "xyz": [[-1.10, -0.02, 0.74], [-1.63, -0.40, -1.84], [-0.73, 0.40, -1.03], [-1.05, 1.37, -1.05], [-2.65, -0.47, -1.43], [-2.17, 0.19, 0.73], [-0.98, -1.10, 0.67], [-0.85, 0.28, 1.76], [-1.25, -1.42, -1.90], [-1.71, 0.02, -2.84], [1.59, 0.76, 0.83], [1.98, 0.05, -0.32], [1.98, 0.13, 2.02], [0.47, 0.76, 0.83], [1.56, -0.88, -0.36], [1.55, 0.55, -1.11], [2.78, 0.62, 2.39], [2.21, -0.86, 1.89]], "nbo_charge": [-0.535, -0.433, -0.605, 0.348, 0.171, 0.196, 0.202, 0.246, 0.191, 0.214, -0.313, -0.678, -0.693, 0.328, 0.302, 0.373, 0.355, 0.332], "homo_energy_ha": -0.291, "orbital_gap_ev": 8.82, "total_charge": 0, "spin_multiplicity": 1}


Relative energies, in kJ/mol, with the most stable structure set to zero: A 0.0; B 400.4.